Computed, not measured: H14NaO7 as an isolated structure, with wB97M-V/def2-TZVPD.

The geometry in XYZ format:
```
22
Properties=species:S:1:pos:R:3
Na -0.4698 -0.5127 -0.0664
O 2.4721 1.7694 1.2893
H 1.9613 1.0406 0.9099
H 2.6602 2.3627 0.5540
O 1.1141 -0.7914 1.8868
H 2.0044 -1.1656 1.8620
H 1.0701 -0.3299 2.7360
O 1.2137 0.8752 -1.5442
H 0.8368 1.4813 -2.1957
H 2.1047 0.6883 -1.8706
O -2.4576 -0.3661 1.6559
H -2.5510 0.4478 2.1681
H -3.3586 -0.6895 1.5338
O -0.9408 2.1522 0.3893
H -1.7429 2.1844 -0.1513
H -0.2939 2.6912 -0.0823
O 0.4875 -2.5679 -0.7794
H 0.4045 -3.4074 -1.2474
H 1.2714 -2.6759 -0.2258
O -1.9385 -0.8562 -1.9383
H -2.6007 -1.4756 -2.2687
H -1.2470 -0.8549 -2.6149
```

LUMO energy = -3.3 eV
molecular weight = 149.1 g/mol
ΔE to the lowest compared entry with this formula, charge and spin = 9.60 kcal/mol
HOMO level = -0.5239 Ha
net charge = +1
gap between HOMO and LUMO = 11.0 eV